No. 1
Molecular formula: C21H30N2O3
Method: DFT, ωB97M-V/def2-TZVPD

Structure (XYZ):
```
56
Properties=species:S:1:pos:R:3:forces:R:3
C 6.50419 1.22550 2.42284 -2.4 2.6 -3.3
C 6.66609 0.81918 3.75421 3.8 -2.5 4.0
C 6.94237 -0.76277 3.95333 8.6 3.9 2.9
C 5.91547 -1.61824 3.65517 0.2 -4.9 -6.2
C 4.94797 -1.51412 4.58780 -6.9 1.2 9.0
O 3.81369 -2.37485 4.50831 -0.1 -0.5 -0.3
C 2.91856 -1.94529 3.63281 -1.7 -14.3 4.1
C 1.97892 -3.17749 3.10264 0.9 1.2 3.1
C 1.02876 -2.93499 2.18831 5.2 6.2 0.9
C 0.90659 -1.59063 1.51093 -0.2 -6.7 2.1
C 1.80328 -0.82726 1.98196 2.3 8.4 -3.0
C 2.90246 -1.04854 2.84562 1.1 13.9 -6.6
H 3.63080 -0.00911 2.89822 -2.0 -3.2 0.0
H 1.75024 0.24064 1.40603 0.7 -2.3 1.7
N -0.00275 -1.48587 0.49289 3.1 5.7 1.1
C -0.30848 -0.29092 -0.06113 0.5 2.5 -4.1
O 0.28311 0.87142 -0.25217 -2.0 -5.3 2.0
C -1.50504 -0.56608 -1.03690 -3.3 -8.1 1.3
O -2.22345 -1.81023 -1.13517 4.2 6.3 1.4
N -1.82697 0.39527 -1.79316 2.5 2.9 0.9
H -1.11246 1.14861 -1.82983 -0.9 -0.2 0.3
C -2.89305 0.41017 -2.62718 3.9 -8.0 -7.0
H -3.38558 -0.63407 -2.78290 1.6 1.0 0.4
H -2.54654 0.71792 -3.65589 0.6 -1.0 0.3
C -3.89095 1.20920 -2.54291 -10.4 14.5 8.2
C -5.10142 1.57770 -3.47827 3.9 0.8 -1.3
C -5.11394 2.82845 -4.24157 -7.9 -14.4 0.3
C -6.34123 2.69568 -5.20414 6.2 16.0 3.6
C -6.90001 1.58708 -5.43098 -6.1 -12.7 -8.0
C -7.27992 0.82979 -4.24439 3.9 -3.4 0.2
C -5.96817 0.27487 -3.57230 -1.2 7.4 -3.1
H -6.05034 -0.06943 -2.65767 -0.8 -1.7 4.7
H -5.46866 -0.40276 -4.12671 1.4 -2.3 -2.3
H -7.72551 -0.05719 -4.52896 -2.1 -1.4 -0.5
H -7.79099 1.43684 -3.60936 -1.8 1.4 2.0
H -7.98019 1.55078 -6.05124 2.8 1.1 1.1
H -6.20995 0.82992 -6.31240 -1.7 1.9 2.8
H -5.94983 3.40539 -5.90109 -0.1 -0.4 -2.3
H -7.01313 3.51562 -4.78913 -0.3 -1.1 0.1
H -4.53070 3.43555 -3.86631 5.6 6.9 2.5
H -4.43673 1.33622 -1.39755 0.9 -1.8 -2.5
H -3.45874 2.47297 -2.01201 -0.3 -2.7 -2.3
H -0.63594 -2.17297 0.48806 -3.5 -2.9 -0.9
H 0.31720 -3.49643 1.98806 -6.1 -6.1 -1.8
H 2.04740 -4.14504 3.72404 -0.1 1.6 -1.2
H 4.36802 -0.49444 4.80014 2.1 -1.3 -0.8
H 5.17277 -1.83025 5.67940 1.0 0.8 -1.7
H 5.45732 -1.23794 2.64505 0.9 -1.4 1.2
H 6.28890 -2.79364 3.60631 -1.1 2.9 -0.3
H 7.46084 -0.92659 5.20564 -1.9 0.5 -3.6
H 7.91777 -1.02063 3.35704 -1.8 0.6 0.8
H 7.60238 1.30357 4.21252 -1.7 -0.4 -0.2
H 5.76453 0.98982 4.26126 -0.9 0.8 1.4
H 6.36717 2.37966 2.31312 -0.2 -1.9 0.3
H 7.34298 1.04371 1.79956 0.6 -0.7 -0.8
H 5.55088 0.70622 2.12003 1.0 0.8 -0.9
```
Forces are in eV/Å.

Summary:
2S+1   1
DFT total energy   -1152.74585 a.u.
HOMO   -8.58 eV
ΔE to the lowest compared entry with this formula, charge and spin   2035.9 kJ/mol
Largest force on an atom   0.3822 Eh/bohr
LUMO level   -0.14 eV

=====

No. 2
Molecular formula: C4H7NO
Method: DFT, ωB97M-V/def2-TZVPD

Structure (XYZ):
```
13
Properties=species:S:1:pos:R:3:forces:R:3
N -1.49290 2.35134 -0.14396 0.0 -1.1 0.2
C -1.38570 1.21874 0.06464 -0.1 0.9 -0.2
C -1.22577 -0.21912 0.31647 -0.1 -0.1 0.1
C -0.05817 -0.82942 -0.46114 0.0 -0.1 0.1
C 1.28452 -0.56423 0.18243 0.1 -0.6 0.6
O 1.41694 -0.36950 1.36987 0.0 -0.8 -0.3
H -1.03961 -0.36344 1.38459 -0.1 0.0 -0.1
H -2.16377 -0.71890 0.05752 0.1 0.1 0.0
H -0.10968 -1.92151 -0.38353 -0.2 0.0 -0.2
H -0.09237 -0.58036 -1.52928 0.2 0.0 0.3
H 2.15073 -0.65565 -0.50600 -0.1 -0.1 0.2
H 1.41452 1.31095 0.19084 0.1 1.0 -0.6
H 1.30126 1.34110 -0.54246 0.1 0.8 -0.1
```
Forces are in eV/Å.

Summary:
SMILES   N#CCCC=O.[H][H]
2S+1   1
DFT total energy   -286.52889 a.u.
HOMO   -10.35 eV
ΔE to the lowest compared entry with this formula, charge and spin   269.8 kJ/mol
Largest force on an atom   0.0227 Eh/bohr
LUMO level   0.75 eV

=====

No. 3
Molecular formula: H80O40
Method: DFT, ωB97M-V/def2-TZVPD

Structure (XYZ):
```
120
Properties=species:S:1:pos:R:3:forces:R:3
H 0.54513 3.84734 4.87811 0.1 -0.3 0.2
H -0.09385 2.61026 5.53958 0.7 0.1 -0.5
O 0.77435 2.98214 5.25191 -0.8 0.2 0.1
H 5.32027 -2.58940 -2.15256 -0.7 -0.8 -1.1
H 5.74891 -1.31914 -2.14438 0.1 1.2 -1.3
O 5.28853 -1.86862 -2.81924 0.7 -0.4 2.4
H 0.60727 -2.79140 -5.72541 0.3 -0.3 -0.5
H 0.71896 -3.22268 -4.35941 0.5 -0.4 0.1
O 0.99308 -3.53540 -5.23942 -1.4 0.4 0.5
H -4.00529 4.55033 3.85503 1.0 0.7 -0.3
H -2.47440 4.04504 4.33841 -0.1 1.0 -0.6
O -3.41481 3.91728 4.25666 -0.9 -1.6 1.0
H -1.89381 -4.17318 -3.69955 0.2 0.0 0.2
H -1.83325 -3.69165 -2.20615 0.4 -0.1 -0.3
O -2.38990 -3.75587 -2.99052 -0.5 -0.1 0.2
H -0.83970 5.04067 -0.51439 -0.6 0.2 -0.1
O -0.34040 5.38452 -1.25730 1.5 -0.8 -0.9
H 1.87525 -1.70780 -0.43643 -0.7 -1.3 0.4
O 1.56231 -2.01932 -1.30161 0.7 1.6 -1.5
H -6.06038 0.50488 -2.23638 0.2 -0.1 -0.1
H -4.66087 -0.23041 -2.21912 -0.5 0.5 0.1
O -5.14116 0.62188 -1.96955 -0.3 -0.7 -0.5
H -2.11156 -5.10542 0.90630 -0.6 -0.3 -0.4
H -1.87283 -3.97397 1.77890 -0.6 0.5 0.4
O -2.56983 -4.30297 1.18778 1.2 -0.1 0.1
H -2.94920 3.49332 0.46487 1.5 1.1 0.9
H -4.03279 4.20926 0.11758 -0.5 1.4 0.0
O -3.25753 4.41530 0.66846 -0.9 -1.9 -1.1
H 5.22215 0.42856 -0.71967 -0.2 -0.5 -0.5
H 6.43792 1.14504 -0.51547 0.8 -0.1 -0.2
O 6.15460 0.35074 -0.98619 -0.5 0.5 0.7
H -3.80810 -1.10755 0.37376 -1.0 0.1 -0.2
O -4.57675 -1.61753 0.02182 1.2 -0.3 0.4
H -4.63001 1.25846 2.20219 -1.0 -0.4 0.2
H -4.98286 1.06047 3.74666 -0.4 0.2 -0.5
O -4.30299 1.27272 3.10205 0.5 0.3 0.6
H 0.49403 -5.38791 -1.73861 1.0 -0.8 -0.4
H 1.25188 -5.03691 -3.19963 0.3 -0.9 0.5
O 0.60154 -4.85662 -2.51962 -1.3 1.9 -0.4
H 0.49547 -0.46538 6.75808 0.2 -0.4 0.3
H 0.16504 -1.95756 6.37682 0.3 0.1 0.1
O -0.08017 -1.03770 6.24268 -0.3 0.2 -0.2
H -1.56887 0.41533 -4.69113 0.3 0.0 -0.1
H -0.23199 0.51733 -3.80610 -1.3 -0.2 -0.4
O -1.24079 0.36437 -3.79019 0.3 0.0 0.4
H 1.27706 3.90759 -2.22936 -0.2 0.2 -0.1
H 0.57681 2.87569 -3.13400 -0.1 0.1 0.2
O 1.42533 3.29414 -2.95952 -0.4 0.0 0.1
H 3.04714 -1.74766 -5.90541 0.7 -0.1 -0.1
H 4.01223 -2.27283 -4.73121 0.4 0.4 -0.5
O 3.12380 -2.03450 -4.99769 -0.5 0.2 0.9
H -3.53299 1.42208 0.73219 0.2 -0.1 0.0
O -3.49122 0.79997 -0.00412 -1.3 -0.1 0.9
H -3.12641 0.05316 3.50720 1.1 -1.1 -0.8
H -1.99231 0.21582 2.60945 0.4 0.3 0.6
O -2.37162 -0.50170 3.12270 -1.3 0.1 -0.2
H 3.65064 -1.62401 2.11891 -0.7 1.2 0.8
O 3.93111 -1.20397 2.97782 1.4 -1.7 -1.7
H 4.44549 2.91128 -3.09446 0.1 0.1 -0.4
H 3.03517 3.01007 -3.58945 0.4 0.7 -0.1
O 3.92731 3.35646 -3.78402 0.1 -0.7 0.5
H 1.08482 -2.86747 1.94232 0.5 0.3 0.1
H 1.42063 -1.94859 3.18163 0.3 -0.4 0.0
O 0.73112 -2.44899 2.73049 -0.8 -0.2 0.1
H -6.30624 1.83641 0.07556 -0.5 -0.6 -1.1
H -6.75444 0.21291 0.34739 0.1 0.3 -1.2
O -6.44543 1.07069 0.62451 0.5 0.5 2.5
H 1.67160 0.43634 -3.13093 0.2 0.2 0.0
H 1.73217 1.54282 -4.23162 0.3 -0.1 0.1
O 1.29307 0.73503 -3.95730 -0.1 -0.3 -1.0
H -0.04159 1.22778 -1.16493 -0.1 -0.1 0.0
H 0.49153 -0.24452 -1.20368 0.1 0.1 -0.1
O 0.75518 0.68831 -1.21864 0.6 0.1 -0.5
H -0.12372 6.63360 0.50497 -0.4 -0.2 -0.6
H -1.70101 6.24361 0.71160 0.4 0.0 -0.4
O -0.86563 6.53034 1.09732 -0.2 0.4 1.7
H 2.00910 -0.73567 5.28159 0.5 0.5 -0.2
H 3.51651 -1.09697 4.95655 -0.2 0.4 -0.2
O 2.69514 -1.40305 5.33224 -0.7 -1.2 0.8
H -1.86727 1.60480 0.13574 1.0 1.1 -0.1
H -0.55786 2.12646 0.77806 0.0 -0.1 0.2
O -1.39682 2.43116 0.43393 -0.7 0.3 -0.5
H 2.64764 -0.26793 0.39487 0.3 -0.2 0.2
H 1.90347 -0.51354 1.69094 -0.3 -0.2 -0.1
O 2.35262 -0.99329 0.98377 0.2 0.9 -0.6
H -2.58510 2.56409 -2.76299 0.2 0.3 0.3
H -3.74926 1.74889 -2.37619 -0.3 0.0 0.6
O -3.15878 2.41824 -1.99889 0.3 0.4 -1.1
H -0.93474 -0.70746 -0.03214 0.3 -0.3 -0.4
O -0.89268 0.10143 0.48539 -1.0 -1.7 2.3
H -2.21631 -1.86356 -1.04853 -0.2 0.0 0.1
H -1.40704 -2.61943 0.04752 -0.4 -0.1 -0.2
O -1.34876 -2.24075 -0.84266 0.1 -0.2 0.0
H -4.43368 0.78733 -0.33585 1.1 -0.1 -0.1
H -0.69147 6.16488 -1.68417 -0.6 -0.1 0.4
H 4.79294 -1.65738 2.94399 0.2 0.6 0.9
H 1.07398 -2.81365 -1.46066 -0.3 -0.8 0.7
H -4.28563 -2.53048 0.15273 -0.4 -0.1 0.1
H -1.50578 -0.17132 1.22865 0.9 0.4 -1.2
O 3.94710 -4.46406 -1.63788 0.4 -0.1 0.0
H 3.23095 -4.61591 -1.00742 -0.1 0.4 -0.4
H 3.56969 -3.97023 -2.37236 -0.2 0.1 0.1
O 3.29225 1.28983 4.45553 0.2 -0.1 -0.1
H 2.81642 1.94606 3.93868 -0.2 0.0 0.1
H 3.69373 0.66187 3.83729 -0.1 0.2 -0.2
O 3.42209 0.35152 -1.69947 -0.3 0.0 0.1
H 2.45600 0.51227 -1.65732 0.5 0.0 0.3
H 3.56759 -0.48824 -2.16778 0.0 0.1 0.0
O -1.27079 0.96024 4.89346 1.1 0.3 1.1
H -1.55038 0.32629 5.56703 -0.7 0.1 -0.1
H -0.37601 0.58115 4.82357 -0.3 0.4 -0.6
O 1.94960 -5.30077 0.11296 -0.1 -0.9 0.5
H 2.51088 -6.07919 0.26741 0.1 0.3 -0.1
H 1.09154 -5.65265 0.37319 -0.1 0.3 0.1
O -3.78612 -1.38177 -2.97638 1.1 -0.5 0.3
H -2.90871 -1.02184 -3.19837 -0.1 0.4 -0.3
H -3.50606 -2.27224 -2.67269 -0.7 0.2 -0.5
O 4.29817 1.84396 0.97116 -0.2 0.2 0.3
H 4.16898 2.26947 1.83290 0.2 -0.1 -0.3
H 3.84824 2.42056 0.34288 0.0 0.0 -0.1
```
Forces are in eV/Å.

Summary:
2S+1   1
DFT total energy   -3057.45773 a.u.
HOMO   -9.98 eV
ΔE to the lowest compared entry with this formula, charge and spin   786.6 kJ/mol
Largest force on an atom   0.0596 Eh/bohr
LUMO level   -0.97 eV